This record from OMol25 describes 2 unconnected molecules or ions with the total composition C2H6INOS. The level of theory is ωB97M-V/def2-TZVPD.

Geometry as XYZ:
```
12
Properties=species:S:1:pos:R:3:forces:R:3:nbo_charge:R:1
C 1.14177 1.47825 0.02035 3.1 -2.0 2.8 -0.44
C -2.06406 -1.54072 -0.65232 -3.2 -0.7 0.1 -0.57
N 0.91682 0.46821 1.06618 -0.1 -2.4 0.1 -0.81
O 1.75713 -1.31349 -0.58725 2.0 -0.3 -3.2 -0.89
S 1.00360 -1.24080 0.61446 -1.8 2.0 3.6 1.13
I -2.52583 0.24407 0.18234 -0.5 0.5 0.4 0.15
H 1.52650 2.34354 0.57571 0.6 -0.2 -0.5 0.20
H 1.93269 0.84957 -0.50730 -1.0 2.0 -0.6 0.25
H 0.27418 1.82252 -0.39781 -2.2 0.2 -2.0 0.19
H -1.11440 -1.47083 -1.07013 1.2 -0.7 -1.0 0.19
H -3.00605 -2.13227 -0.97446 2.3 0.8 0.4 0.22
H 0.15765 0.49195 1.73023 -0.3 0.7 0.0 0.38
```
Forces are in eV/Å.

Summary:
ΔE to the lowest compared entry with this formula, charge and spin: 58.6 kcal per mole
HOMO-LUMO gap (alpha / beta): 0.263 / 0.304 Eh
Net charge: 0
Multiplicity: 1
Total energy: -905.5205 a.u.
LUMO level (alpha / beta): -0.586 / -0.258 eV

This record from OMol25 describes a molecular structure, C26H30Cl3FeGe2N4S2Te. The level of theory is ωB97M-V/def2-TZVPD.

Geometry as XYZ:
```
69
Properties=species:S:1:pos:R:3:forces:R:3:nbo_charge:R:1
Fe -0.96218 -0.47601 0.47935 -0.4 1.3 0.5 0.77
C -0.44398 4.01675 -0.14100 0.0 0.0 0.1 -0.65
C 0.91410 3.44408 0.12470 0.0 0.2 0.1 0.28
C 2.02582 4.33009 0.22470 -0.3 0.1 0.0 -0.25
C 3.24888 3.83327 0.51754 0.2 0.0 0.1 -0.11
C 3.41290 2.43627 0.68098 0.1 0.0 0.0 -0.12
C 4.66924 1.86359 0.98112 0.0 0.1 0.0 -0.15
C 4.80057 0.50992 1.10731 0.0 -0.1 0.0 -0.20
C 3.67577 -0.31479 0.94430 0.0 0.0 0.0 -0.18
C 2.42861 0.21541 0.67750 0.0 0.2 -0.3 -0.22
S 1.16961 -0.99999 0.55596 0.3 -0.7 0.1 0.01
C 2.26912 1.62743 0.52587 0.0 -0.2 0.1 0.23
N 1.03987 2.14824 0.27481 -0.1 -0.2 -0.1 -0.49
H -0.62390 4.89234 0.48699 0.0 0.0 0.0 0.23
H -1.21826 3.27775 0.04871 0.0 0.0 0.0 0.23
H -0.50217 4.33556 -1.18277 -0.1 0.0 -0.1 0.25
H 1.86547 5.39382 0.08722 0.0 -0.1 0.0 0.23
H 4.10672 4.48593 0.64673 0.0 -0.1 -0.1 0.22
H 5.52414 2.51860 1.11314 -0.1 0.0 -0.1 0.22
H 5.76288 0.06496 1.33109 -0.1 0.0 0.0 0.23
H 3.77515 -1.39052 1.03114 0.0 0.1 0.0 0.23
Cl -2.62960 -1.75018 1.32826 -0.5 -0.4 0.0 -0.50
Ge -1.05418 -3.55762 2.19180 0.1 0.1 0.2 0.91
Cl -2.62636 -4.63315 3.28932 0.0 0.0 0.0 -0.50
Cl -0.39997 -2.15540 3.89811 0.0 -0.3 -0.1 -0.54
C -1.55615 -5.39774 -2.07115 0.0 0.0 -0.1 -0.61
C -1.28458 -4.46008 -3.24882 -0.2 0.0 0.2 -0.40
C -2.21815 -3.24094 -3.28421 0.3 0.0 0.1 -0.41
C -2.24105 -2.39985 -1.99812 -0.4 0.2 0.3 -0.80
Ge -0.46139 -1.70204 -1.55218 1.2 -1.1 -1.4 1.14
C 0.23629 -0.61741 -3.00374 0.1 0.1 0.0 -0.87
C 1.02053 -1.47367 -4.00718 0.0 0.2 0.0 -0.40
C 1.49560 -0.65807 -5.21268 -0.1 0.0 0.0 -0.39
C 0.35002 -0.15845 -6.09190 0.0 0.0 0.0 -0.61
H -0.96753 -6.31358 -2.15637 0.0 0.1 0.0 0.22
H -2.61373 -5.68127 -2.02848 0.1 0.0 0.0 0.21
H -1.29515 -4.93175 -1.11765 0.0 0.0 0.0 0.20
H -1.40013 -5.00844 -4.18653 0.0 0.0 0.0 0.21
H -0.24400 -4.12790 -3.20559 0.0 -0.1 -0.1 0.20
H -3.24216 -3.59190 -3.44633 0.0 0.0 0.0 0.22
H -1.96315 -2.61100 -4.14171 0.0 0.0 0.0 0.21
H -2.62245 -2.97132 -1.15556 0.0 0.0 0.0 0.24
H -2.89190 -1.52915 -2.10727 0.0 -0.1 0.0 0.24
H 0.51958 -2.87066 -1.32577 -0.2 -0.1 0.0 -0.16
H 0.86986 0.18276 -2.61258 0.0 0.0 0.0 0.24
H -0.62137 -0.14170 -3.48365 0.1 0.0 0.0 0.24
H 0.39841 -2.30056 -4.37022 0.1 0.0 0.0 0.19
H 1.88296 -1.92343 -3.50618 0.0 0.0 0.0 0.21
H 2.16208 -1.28665 -5.81032 0.0 0.0 0.0 0.20
H 2.08672 0.19482 -4.86037 0.0 -0.1 0.0 0.20
H -0.31557 -0.98363 -6.36902 0.1 0.0 0.0 0.19
H 0.72988 0.28676 -7.01386 0.0 0.0 0.1 0.22
H -0.24586 0.60507 -5.58660 0.1 -0.1 -0.1 0.22
N -1.84208 0.78600 -0.78379 0.2 -0.1 0.0 -0.65
C -1.99538 1.37345 -1.77448 -0.5 0.3 -0.6 0.53
C -2.20817 2.06388 -2.95351 0.1 0.1 -0.1 -0.58
C -1.06186 2.56691 -3.64651 -0.2 0.0 0.2 0.30
N -0.11262 2.95431 -4.18122 -0.3 -0.1 0.2 -0.36
C -3.52980 2.21980 -3.47936 0.3 -0.1 0.2 0.29
N -4.59579 2.33938 -3.90411 0.2 0.0 0.1 -0.33
Te -0.75030 0.78543 2.69158 0.1 0.9 0.8 0.64
C -2.36019 2.07696 2.51469 0.1 -0.1 0.2 -0.60
C -3.53886 1.91464 1.83537 -0.2 0.1 -0.2 -0.24
C -4.45053 2.98402 2.05671 0.0 -0.2 -0.1 -0.25
C -3.95128 3.92789 2.90462 0.0 0.1 0.0 -0.40
S -2.38582 3.52524 3.44226 0.1 0.1 0.1 0.48
H -3.74264 1.06511 1.19545 0.0 0.1 0.1 0.24
H -5.43286 3.04475 1.60570 0.1 0.0 0.0 0.24
H -4.42028 4.84708 3.23265 0.0 -0.1 -0.1 0.25
```
Forces are in eV/Å.

Summary:
ΔE to the lowest compared entry with this formula, charge and spin: 64.3 kcal per mole
HOMO-LUMO gap (alpha / beta): 0.258 / 0.193 Eh
Net charge: 0
Expectation value of S²: 8.854
Multiplicity: 6
Total energy: -9090.3232 a.u.
LUMO level (alpha / beta): -1.342 / -3.148 eV

This record from OMol25 describes 4 unconnected molecules or ions with the total composition C24H37F3O13P. The level of theory is ωB97M-V/def2-TZVPD.

Geometry as XYZ:
```
78
Properties=species:S:1:pos:R:3:forces:R:3:mulliken_charge:R:1
C 3.97773 3.92349 -3.02410 0.3 0.5 -0.9 -1.01
C 4.89484 2.67828 -3.46106 0.1 0.8 0.9 -0.39
C 5.09474 1.74415 -2.16477 0.9 -0.5 -1.3 -0.58
C 4.26878 0.36902 -2.19635 -0.4 0.1 1.2 -0.46
C 3.07189 0.44140 -1.09869 1.1 -0.3 -0.1 -0.42
C 2.60072 -1.02066 -0.62553 -0.7 0.3 0.8 -0.74
C 1.06824 -1.35577 -0.94183 0.0 -1.0 0.4 0.17
C 0.79409 -1.92626 -2.41816 -0.9 -0.3 -0.2 -0.47
C 0.00663 -0.88491 -3.37062 0.0 0.1 0.6 -0.14
C -1.44121 -1.39643 -3.84684 -0.8 0.7 -0.5 -0.75
C -2.60764 -0.26639 -3.71169 1.3 0.5 1.7 -0.80
C -2.10200 1.10524 -4.37009 -1.0 -0.6 0.6 -0.01
C -3.18474 2.29329 -4.31109 1.3 0.8 -5.0 0.44
O -3.33870 2.96689 -5.35726 -0.3 -2.0 4.2 -0.62
O -3.94036 2.65197 -3.13666 2.8 1.4 0.8 -0.29
C -3.08585 3.52484 -2.38529 1.9 1.1 -0.4 0.65
C -3.69338 4.09687 -1.03285 -0.4 -0.5 -0.1 -0.92
O -1.93961 3.86271 -2.76571 -4.1 -1.4 1.2 -0.53
P -2.88712 -0.10092 -1.85117 -0.3 -2.9 -1.3 0.55
O -2.79116 -1.43379 -1.06582 0.1 1.9 -0.9 -0.66
H 4.06890 4.72742 -3.84129 -0.4 -1.1 1.2 0.32
H 4.36861 4.41697 -2.05682 -0.6 -1.0 -1.4 0.28
H 2.87119 3.66359 -2.90000 1.6 0.2 -0.1 0.21
H 4.48403 2.11212 -4.36347 0.3 0.7 1.4 0.29
H 5.90613 3.11745 -3.80463 -1.5 -0.7 0.6 0.27
H 4.85571 2.37317 -1.24614 0.2 -1.0 -1.1 0.30
H 6.21507 1.48217 -2.12182 -1.6 0.4 0.1 0.30
H 3.84417 0.09383 -3.21761 0.6 0.6 1.2 0.18
H 4.95905 -0.50452 -1.89253 -1.0 1.4 -0.4 0.32
H 2.21579 1.10514 -1.47515 1.1 -1.1 0.5 0.11
H 3.52933 0.98829 -0.19027 -0.8 -0.8 -1.3 0.39
H 3.28174 -1.86331 -1.01769 -1.0 1.4 0.3 0.27
H 2.71480 -1.06043 0.52367 -0.1 0.1 -1.7 0.28
H 0.74086 -2.18065 -0.19000 0.6 1.5 -1.3 -0.29
H 0.35662 -0.47231 -0.72552 1.3 -1.2 -0.4 0.21
H 1.72956 -2.34888 -2.93309 -1.1 0.8 0.9 0.38
H 0.07754 -2.82265 -2.28785 1.1 1.3 -0.2 0.14
H 0.61413 -0.55061 -4.27940 -0.6 -0.5 1.2 0.33
H -0.14287 0.06559 -2.73107 0.2 -1.3 -1.0 -0.18
H -1.80007 -2.32171 -3.26879 0.7 1.4 -0.7 0.33
H -1.41441 -1.67780 -4.96757 0.1 0.3 1.6 0.43
H -1.92687 0.88161 -5.48780 -0.3 0.7 1.7 0.30
H -1.13912 1.53564 -3.92831 -1.0 -0.3 -0.5 0.16
H -2.91152 4.72015 -0.49132 -0.9 -0.9 -1.0 0.28
H -3.99228 3.23266 -0.34777 0.3 1.1 -1.0 0.25
H -4.62045 4.75153 -1.20790 1.4 -1.1 0.0 0.28
H -4.24366 0.38358 -1.65767 0.9 0.3 -0.1 0.01
H -2.01733 0.89069 -1.24800 -0.4 0.2 0.0 -0.13
C 0.72629 -6.34682 1.71864 0.0 -0.8 0.6 -0.40
C -0.08530 -5.28847 1.04157 -0.4 0.7 0.2 0.21
O 0.89032 -4.48738 0.40759 0.1 -1.0 -0.1 -0.14
C 1.92723 -5.32831 0.13482 1.3 0.5 -1.0 0.51
O 2.81158 -5.07899 -0.62823 -0.7 -0.2 0.7 -0.51
O 1.82803 -6.49506 0.83524 -0.1 0.4 -0.3 -0.35
F -0.74422 -4.52731 1.94730 -0.2 0.1 0.0 -0.20
H 1.08823 -6.03510 2.70255 -0.2 0.2 -0.1 0.27
H 0.18080 -7.28537 1.82673 0.2 0.0 -0.1 0.29
H -0.78910 -5.66922 0.29600 -0.1 0.2 0.1 0.25
C -1.36906 -1.10279 5.20447 0.1 1.0 -0.3 -0.11
C -1.01113 -2.41577 4.58746 0.6 -0.2 -0.2 0.31
O -1.63928 -3.35525 5.43887 -0.5 0.5 -0.1 -0.31
C -2.72882 -2.71314 5.94617 -1.1 -0.5 0.7 0.62
O -3.64182 -3.26432 6.48791 0.7 0.4 -0.3 -0.55
O -2.65408 -1.36555 5.75473 0.0 -0.8 0.1 -0.29
F 0.32770 -2.62387 4.62920 0.1 -0.1 -0.1 -0.31
H -0.68324 -0.81255 6.00612 0.1 -0.2 -0.1 0.20
H -1.41223 -0.29802 4.47218 -0.2 -0.2 0.1 0.04
H -1.37466 -2.54585 3.56433 0.2 -0.1 0.0 0.38
C -2.67025 2.81235 5.94740 -0.9 -0.3 0.4 -0.45
C -1.87504 4.02847 5.59160 0.4 0.4 0.4 0.30
O -0.69402 3.48978 5.03532 -0.6 -0.2 -0.3 -0.31
C -1.06049 2.29673 4.48843 0.8 -0.9 -1.0 0.68
O -0.39808 1.68586 3.70487 -0.5 0.4 0.8 -0.50
O -2.28092 1.88805 4.94047 0.5 0.4 -0.2 -0.26
F -1.54629 4.73695 6.69918 0.0 0.2 0.0 -0.29
H -2.40883 2.41010 6.93018 0.1 0.2 0.0 0.28
H -3.74532 2.99422 5.91789 0.1 -0.2 -0.2 0.27
H -2.35853 4.68492 4.86243 0.1 0.1 0.1 0.29
```
Forces are in eV/Å.

Summary:
HOMO-LUMO gap: 0.175 Eh
Net charge: -1
Multiplicity: 1
Total energy: -2555.6924 a.u.
LUMO level: 1.819 eV

Values for max |F|, Eh/bohr, ordered as above
0.0898; 0.0412; 0.1021